1.
C4H7BrO2 | wB97M-V/def2-TZVPD

Last column: Löwdin spin population.
Geometry (Å):
C -0.35702 0.54234 0.45191  0.0205
C -0.37402 0.04464 1.92848  0.0660
C -0.32454 -0.77284 -0.38511  0.0455
C 0.41988 -0.68281 -1.66591  0.0256
O 0.41735 -1.12950 1.86120  0.8879
O 0.24184 -1.77669 0.60369  0.8556
Br -2.14174 -1.40214 -0.58399  0.0550
H -1.15565 1.15458 0.13892  -0.0007
H 0.64830 0.89244 0.38323  -0.0002
H 0.07820 0.49462 2.77265  0.0192
H -1.34964 -0.13520 2.11880  0.0170
H 0.64973 0.33078 -2.09011  0.0055
H -0.26870 -1.02589 -2.36109  0.0002
H 1.34129 -1.18719 -1.56232  0.0028

Summary:
- max |F| (hartree/bohr) = 0.264
- Kohn-Sham gap (spin up / spin down) (hartree) = 0.218 / 0.333
- total charge = 0
- energy above the lowest of the compared OMol25 structures with the same formula, charge and spin (kJ/mol) = 329.0
- molecular weight (g/mol) = 167.00
- 2S+1 = 3
- LUMO level (spin up / spin down) (eV) = 0.84 / -1.19

---

2.
C4H7BrO3 | wB97M-V/def2-TZVPD

Last column: Löwdin charge in e.
Geometry (Å):
C 1.33244 1.88419 -1.09182  -0.0700
C 1.77721 1.43836 0.06513  -0.0861
C -0.52597 -1.28340 0.49205  -0.4989
C -1.80429 -0.94913 0.28546  -0.6902
O 0.23287 -2.00831 -0.35986  0.0516
O 0.12482 -0.91699 1.60915  0.1006
O -2.61762 -0.34511 1.17049  -0.0142
Br -2.61237 -1.49515 -1.40142  0.7315
H 0.66231 2.72484 -1.15937  0.0442
H 1.60897 1.42767 -2.02629  0.0451
H 2.44618 0.59638 0.12154  0.0459
H 1.49723 1.89280 1.00207  0.0511
H -0.26868 -2.22803 -1.16055  0.0499
H 1.01919 -1.28605 1.56146  0.1249
H -2.87228 0.54792 0.89193  0.1146

Summary:
- max |F| (hartree/bohr) = 0.015
- Kohn-Sham gap (hartree) = 0.327
- SMILES = OC(O)=C(O)Br.C=C
- total charge = 0
- energy above the lowest of the compared OMol25 structures with the same formula, charge and spin (kJ/mol) = 194.0
- molecular weight (g/mol) = 183.00
- LUMO level (eV) = 0.57

---

3.
C4H7BrSi | wB97M-V/def2-TZVPD

Last column: Löwdin charge in e.
Geometry (Å):
C 1.72910 0.94017 1.10893  -0.0402
C 1.91860 0.45093 2.16927  0.0057
C -0.46107 1.23117 -1.69182  -0.2653
C -0.80926 -1.67172 -0.48799  -0.2520
Si -1.08794 0.22571 -0.45297  0.3118
Br -2.04764 0.75574 1.60921  0.2204
H 1.24170 1.40162 0.27932  -0.0263
H 2.19343 0.02082 3.09107  0.0158
H -0.12986 0.62003 -2.51899  -0.0263
H -0.23791 2.27314 -1.50562  -0.0223
H -1.67847 -2.33283 -0.31415  0.0266
H -0.59321 -1.82825 -1.52023  -0.0035
H -0.03746 -2.08654 0.23397  0.0556

Summary:
- max |F| (hartree/bohr) = 0.036
- Kohn-Sham gap (hartree) = 0.329
- SMILES = C=[Si](C)Br.C#C
- total charge = 0
- energy above the lowest of the compared OMol25 structures with the same formula, charge and spin (kJ/mol) = 248.0
- molecular weight (g/mol) = 163.09
- LUMO level (eV) = 0.21

---

4.
C4H7CdO4 | wB97M-V/def2-TZVPD

Last column: Löwdin spin population.
Geometry (Å):
O 1.02961 0.22214 1.37715  0.1311
C 0.37627 -0.98124 1.12060  0.0100
C -0.47822 -0.85418 -0.13321  0.0088
O -1.22537 0.35875 -0.01273  0.1202
C -2.15261 0.57620 -1.06185  0.0237
Cd -0.09649 1.79456 1.05246  0.6432
H -0.27067 -1.28318 1.96765  0.0015
H 1.08753 -1.81286 0.95972  0.0024
H -1.17167 -1.70300 -0.24075  0.0009
H 0.15240 -0.78400 -1.03621  0.0012
H -2.90362 -0.22665 -1.07228  0.0004
H -2.64382 1.53809 -0.87698  0.0137
H -1.63413 0.60694 -2.03216  0.0011
O 2.79990 1.87553 -0.15438  0.0348
C 3.21464 0.80228 0.10834  0.0056
O 3.91625 -0.12938 0.03463  0.0012

Summary:
- max |F| (hartree/bohr) = 0.072
- Kohn-Sham gap (spin up / spin down) (hartree) = 0.286 / 0.322
- total charge = 0
- energy above the lowest of the compared OMol25 structures with the same formula, charge and spin (kJ/mol) = 1.9
- molecular weight (g/mol) = 231.51
- 2S+1 = 2
- LUMO level (spin up / spin down) (eV) = 0.70 / -0.63

---

5.
C4H7CeO | wB97M-V/def2-TZVPD

Last column: Löwdin spin population.
Geometry (Å):
C 0.18564 0.34510 -1.53134  0.0002
C 0.13876 0.70989 -0.06746  0.0008
C -0.15257 0.52506 1.34739  0.0004
O -0.39198 -0.47118 2.09209  -0.0044
Ce -2.01316 -1.98259 3.10115  2.0013
H -0.79793 0.32724 -2.02224  0.0001
H 0.70906 1.65820 -0.02745  0.0000
H 0.95838 0.89780 -2.07699  0.0000
H -1.21341 0.52645 0.30818  0.0005
C 0.65280 -0.94085 -0.96313  0.0010
H -0.01604 -1.79309 -1.08859  0.0000
H 1.70946 -1.19997 -1.01703  0.0001
H 0.23097 1.39795 1.94542  0.0000

Summary:
- max |F| (hartree/bohr) = 0.086
- Kohn-Sham gap (spin up / spin down) (hartree) = 0.183 / 0.353
- total charge = +3
- molecular weight (g/mol) = 211.22
- 2S+1 = 3
- LUMO level (spin up / spin down) (eV) = -14.04 / -14.04

---

6.
C4H7Cl | wB97M-V/def2-TZVPD

Last column: Löwdin charge in e.
Geometry (Å):
C -1.09093 -0.25672 0.66499  -0.2963
C 0.34355 0.01621 0.78367  -0.1528
C -1.94514 0.95682 -0.09863  -0.5685
C 1.16602 -0.62951 -0.21413  -0.1243
Cl -2.80985 1.94693 0.91678  0.6022
H -1.29756 -1.01323 0.06973  0.0176
H -1.61500 -0.50036 1.70326  0.1383
H 0.65013 0.89324 1.35761  0.1045
H -1.30057 1.54298 -0.83481  0.0579
H 1.79488 -1.28996 0.32419  0.0672
H 1.78949 -0.01456 -0.83111  0.0730
H 0.59417 -1.29414 -0.85336  0.0811

Summary:
- max |F| (hartree/bohr) = 0.116
- Kohn-Sham gap (spin up / spin down) (hartree) = 0.322 / 0.287
- total charge = 0
- energy above the lowest of the compared OMol25 structures with the same formula, charge and spin (kJ/mol) = 357.7
- molecular weight (g/mol) = 90.55
- LUMO level (spin up / spin down) (eV) = 0.45 / 0.04

---

7.
C4H7Cl2N | wB97M-V/def2-TZVPD

Last column: Löwdin spin population.
Geometry (Å):
C -0.93326 -0.63659 1.91440  0.0642
C -0.02774 -1.32080 1.22934  0.6792
C -0.58304 0.82085 -1.69126  0.0168
C 1.24055 -0.04964 -0.28902  0.5973
N 0.55063 1.01505 -0.72806  0.2427
Cl 0.72200 -2.76800 1.63534  0.1902
Cl 2.64266 0.42261 0.70846  0.1242
H -1.60714 -1.03636 2.69185  0.0203
H -1.04052 0.37170 1.49278  0.0091
H -0.06201 0.59128 -2.52562  0.0020
H -1.29540 0.11492 -1.52343  0.0045
H -1.19665 1.74080 -1.95470  0.0002
H 1.37043 -0.84721 -1.02248  0.0291
H 0.21950 1.58139 0.06241  0.0201

Summary:
- max |F| (hartree/bohr) = 0.075
- Kohn-Sham gap (spin up / spin down) (hartree) = 0.249 / 0.299
- total charge = 0
- energy above the lowest of the compared OMol25 structures with the same formula, charge and spin (kJ/mol) = 65.8
- molecular weight (g/mol) = 140.01
- 2S+1 = 3
- LUMO level (spin up / spin down) (eV) = 0.91 / -1.49

---

8.
C4H7Cl2N2P | wB97M-V/def2-TZVPD

Last column: Löwdin charge in e.
Geometry (Å):
C -0.62817 0.79200 -0.30786  -0.4915
C 0.85797 1.15165 -0.27262  -0.8127
C -1.65163 1.48142 -1.10846  -0.0619
C 0.14867 -2.20018 1.44236  -0.1479
N -0.89199 -0.36924 0.12144  0.1186
N 0.30196 -1.02065 0.59544  -0.4971
P 1.75411 -0.20756 0.57266  0.5513
Cl 1.24572 2.66190 0.70726  0.4629
Cl 2.68731 -1.28138 -0.96781  0.1302
H 1.36090 1.55930 -1.70306  0.2275
H -1.14123 1.92968 -1.94783  0.0607
H -2.26758 2.28929 -0.45576  0.1384
H -2.35663 0.82544 -1.56748  0.0626
H 0.22165 -2.05611 2.59295  0.0937
H -0.75263 -2.69098 1.04822  0.0750
H 1.11158 -2.86456 1.25055  0.0904

Summary:
- max |F| (hartree/bohr) = 0.092
- Kohn-Sham gap (hartree) = 0.315
- total charge = 0
- energy above the lowest of the compared OMol25 structures with the same formula, charge and spin (kJ/mol) = 152.8
- molecular weight (g/mol) = 184.99
- LUMO level (eV) = -0.25

---

9.
C4H7Cl2N3O | wB97M-V/def2-TZVPD

Last column: Löwdin charge in e.
Geometry (Å):
C -0.75326 -0.76627 0.53881  -0.0414
C -0.31051 0.45130 0.40826  -0.2066
C -0.22262 -2.01642 -0.06126  -0.1764
C -1.30140 2.50885 0.29418  -0.0835
N 0.87147 -1.73832 -0.97767  -0.1214
N 1.13587 0.40742 -0.86834  -0.5834
N 1.67975 -0.76978 -0.97620  -0.4183
O -0.46179 1.62353 0.97329  -0.1085
Cl 2.06444 1.75581 -0.67176  0.6723
Cl 2.76888 -0.93808 0.72284  0.1807
H -1.63842 -0.81918 1.20139  0.1378
H 0.18891 -2.67083 0.69623  0.1022
H -1.02844 -2.69331 -0.52751  0.1474
H -2.29565 2.38839 0.77612  0.0993
H -1.31828 2.26394 -0.82211  0.1165
H -0.82817 3.59075 0.43639  0.1365
H 1.44923 -2.57779 -1.14269  0.1469

Summary:
- max |F| (hartree/bohr) = 0.106
- Kohn-Sham gap (hartree) = 0.317
- total charge = 0
- energy above the lowest of the compared OMol25 structures with the same formula, charge and spin (kJ/mol) = 336.3
- molecular weight (g/mol) = 184.03
- LUMO level (eV) = 0.48